Formula: C8H12N
Source: the OMol25 dataset
Level of theory: ωB97M-V/def2-TZVPD

## Properties
HOMO energy in eV: -13.311
HOMO-LUMO gap in eV: 9.5
2S+1: 1
F_max in eV/Å: 4.84
Net charge: +1
Energy relative to the best compared isomer or geometry (same formula, charge and spin) in eV: 1.236

Geometry (Å):
C 1.39004 -0.10092 -0.98555
C 2.15897 0.82267 -0.47061
C 1.10102 -1.42544 -1.30770
C -0.17247 -1.28500 -0.88622
C -1.39429 -2.12019 -0.90639
C 1.25665 1.85876 0.20341
C -0.16891 0.10801 1.49508
C -0.11077 1.15485 0.27600
N -0.01842 0.26060 -0.86933
H 1.77161 -2.11385 -1.75217
H -1.23344 -2.97335 -1.53735
H -2.25226 -1.66319 -1.41718
H -1.97852 -2.35003 0.03164
H 1.14773 2.71759 -0.60822
H 1.56389 2.31279 1.15185
H 3.22056 0.99910 -0.46214
H -1.10923 -0.50466 1.15208
H -0.30129 0.66398 2.44023
H 0.69042 -0.56298 1.57466
H -0.96524 1.74456 0.32863
H -0.34045 0.79896 -1.78892



Formula: C8H12N2
Source: the OMol25 dataset
Level of theory: ωB97M-V/def2-TZVPD

## Properties
HOMO energy in eV: -7.896
SMILES string: N[C@@H]1CCc2c[nH]cc2C1
HOMO-LUMO gap in eV: 8.9
2S+1: 1
F_max in eV/Å: 8.16
Energy relative to the best compared isomer or geometry (same formula, charge and spin) in eV: 4.523

Geometry (Å):
C 1.55720 -0.29795 -0.24548
C 1.29246 1.15394 0.58153
C 0.05523 1.63623 0.04941
C -1.11308 0.66492 0.01518
C -2.49241 0.82906 -0.28949
C -2.17950 -1.43359 0.33783
C -0.91831 -0.75502 0.16684
C 0.41049 -1.35777 0.21116
H 3.11821 -1.42524 -0.89082
H 3.59062 -0.07334 -0.85679
H 1.44891 -0.15727 -1.44204
H 2.23472 1.67840 0.40150
H 1.56746 0.92965 1.65290
H -0.47396 2.56400 0.61171
H 0.20357 1.92035 -0.85871
H -3.11448 1.62832 -0.46897
H -4.06234 -0.02527 0.09208
H -2.53760 -2.47241 0.56125
H 0.89307 -1.75008 1.20135
H 0.58844 -2.18471 -0.46805
N 2.99431 -0.69179 -0.12766
N -3.06303 -0.38042 -0.23475



Formula: C8H12N2O2
Source: the OMol25 dataset
Level of theory: ωB97M-V/def2-TZVPD

## Properties
HOMO energy in eV: -8.477
SMILES string: Cc1cc(=O)nc(C(C)(C)O)[nH]1
HOMO-LUMO gap in eV: 8.9
2S+1: 1
F_max in eV/Å: 6.01
Energy relative to the best compared isomer or geometry (same formula, charge and spin) in eV: 1.839

Geometry (Å):
O 2.64957 1.66638 -1.72477
N 1.48186 0.54774 -0.13341
O -1.08825 -1.42714 1.51266
C 1.62119 1.16636 -1.29166
C 0.31629 0.11511 0.20349
C 0.55321 1.03254 -2.33661
C -0.68265 0.53122 -1.98626
N -0.78027 0.10744 -0.70682
C -1.80135 0.73155 -2.99922
C 1.19246 -1.73729 1.74489
C 0.14650 0.39915 2.75557
C 0.07483 -0.62575 1.62380
H -1.35116 -1.84223 2.37159
H 0.70939 1.21438 -3.34562
H -1.66769 -0.27101 -0.43860
H -1.55852 1.45223 -3.79114
H -2.04971 -0.16996 -3.49121
H -2.70006 1.03646 -2.46336
H 1.08203 -2.15484 2.76349
H 1.13732 -2.50845 0.96231
H 2.20781 -1.29179 1.64902
H 1.09424 0.91181 2.74710
H 0.06114 -0.08945 3.70509
H -0.64816 1.20555 2.66967



Formula: C8H12N2O3
Source: the OMol25 dataset
Level of theory: ωB97M-V/def2-TZVPD

## Properties
HOMO energy in eV: -7.468
SMILES string: C=C/C=C\N=C(\O)N(C)C.O=C=O
HOMO-LUMO gap in eV: 8.0
2S+1: 1
F_max in eV/Å: 3.90
Energy relative to the best compared isomer or geometry (same formula, charge and spin) in eV: 2.373

Geometry (Å):
C -0.10123 -2.22015 1.04985
C 0.34748 -1.97024 -0.31954
C -0.55746 -1.12783 1.76471
C -4.25875 1.69366 -0.73415
C -0.46214 -1.24241 -1.07599
C -0.07598 0.69552 0.34416
C 2.18314 -0.15821 0.78678
C 1.65108 1.45547 -1.04602
N -0.74066 0.12605 1.23630
N 1.23500 0.66340 0.09573
O -3.87320 2.67541 -0.24749
O -4.61518 0.78288 -1.37151
O -0.74891 1.69566 -0.38675
H 0.06085 -3.17669 1.51831
H 1.32117 -2.32342 -0.66650
H -0.93108 -1.30200 2.73216
H -0.04962 -0.98056 -2.10215
H -1.46858 -1.01908 -0.80537
H 1.77977 -0.83384 1.51011
H 2.84142 -0.71184 0.22770
H 2.75395 0.47269 1.38866
H 0.95165 1.02725 -1.82049
H 1.62271 2.56723 -1.02333
H 2.70287 1.33870 -1.08822
H -1.56831 1.87235 0.03305



Formula: C8H12N2O3PS
Source: the OMol25 dataset
Level of theory: ωB97M-V/def2-TZVPD

## Properties
HOMO energy (alpha / beta) in eV: -5.148 / -5.149
HOMO-LUMO gap (alpha / beta) in eV: 8.2 / 8.2
2S+1: 1
F_max in eV/Å: 4.18
Net charge: -1
Energy relative to the best compared isomer or geometry (same formula, charge and spin) in eV: 1.533

Geometry (Å):
C 3.63535 -0.21718 1.82716
C -1.88730 -2.63213 -2.54827
C -2.55603 1.18324 0.06634
C 2.68312 0.53051 1.03886
C -0.85709 -1.60841 -2.37049
C 1.59411 -0.56546 0.85095
C -0.43660 -1.59787 -0.92146
C -1.21654 1.00934 0.70931
N 4.36746 -0.74099 2.52756
N -2.57876 -3.50142 -2.87364
O -0.91989 3.60667 0.75058
O 0.88315 2.19010 -0.10089
O 0.50958 2.32404 2.24811
P 0.56380 0.06265 -0.71445
S -0.14174 2.42018 0.94675
H -2.88331 0.29046 -0.37146
H -3.23063 1.63325 0.74692
H -2.41735 1.91865 -0.79185
H 3.13705 0.60993 0.03613
H 2.34403 1.44710 1.55172
H -1.31457 -0.59717 -2.57329
H -0.00728 -1.82410 -2.98228
H 0.88827 -0.84915 1.61672
H 2.02608 -1.39803 0.31901
H 0.19154 -2.42168 -0.46724
H -1.27900 -1.54286 -0.14049
H -1.09746 0.27030 1.61967



Formula: C8H12N4
Source: the OMol25 dataset
Level of theory: ωB97M-V/def2-TZVPD

## Properties
HOMO energy in eV: -7.289
SMILES string: [H]/N=C(\C)Nc1cccc(NN)c1
HOMO-LUMO gap in eV: 8.1
2S+1: 1
F_max in eV/Å: 3.75
Energy relative to the best compared isomer or geometry (same formula, charge and spin) in eV: 3.134

Geometry (Å):
C 2.44969 0.15391 -3.25778
C 1.74750 -0.59640 -2.02248
C 0.09867 -0.28880 -0.16707
C 0.52499 -1.41501 0.65013
C -0.29911 -1.77258 1.78935
C -1.20772 -0.90256 2.29241
C -1.59101 0.32476 1.56312
C -1.00878 0.54297 0.29060
H 2.94492 -0.82315 -3.73170
H 1.56454 0.58008 -3.83946
H 3.22801 0.98402 -3.08781
H 2.74783 -2.27088 -2.27938
H 0.38756 1.03959 -1.81117
H 1.46319 -1.99685 0.50387
H -0.05783 -2.70079 2.35399
H -1.62086 -1.17001 3.31282
H -2.79468 1.03650 2.99093
H -3.27319 2.93380 1.44155
H -1.83163 2.93006 2.52607
H -1.36135 1.39111 -0.24071
N 1.89315 -1.89374 -1.74995
N 0.85007 0.18088 -1.30826
N -2.50288 1.19464 2.06644
N -2.35106 2.53846 1.71447



Formula: C8H12N4
Source: the OMol25 dataset
Level of theory: ωB97M-V/def2-TZVPD

## Properties
HOMO energy (alpha / beta) in eV: -15.302 / -15.302
HOMO-LUMO gap (alpha / beta) in eV: 8.4 / 8.4
2S+1: 1
F_max in eV/Å: 5.17
Net charge: +2
Energy relative to the best compared isomer or geometry (same formula, charge and spin) in eV: 2.087

Geometry (Å):
C 9.00762 1.51754 0.77728
C 7.60354 1.33841 1.03731
C 9.59118 0.40766 -0.00419
C -11.23278 0.78878 -0.83560
C 6.81214 0.27373 0.54370
C -11.67596 -0.49956 -1.02083
C -10.67403 0.75973 0.60707
C 8.75738 -0.59078 -0.51655
N 7.46357 -0.59930 -0.31736
N -10.83253 -0.52540 1.05980
N 6.64320 -1.58623 -0.93828
N -11.39237 -1.22118 0.14873
H 9.57310 2.34122 1.14272
H 7.15679 2.03751 1.72256
H 10.59357 0.35455 -0.28472
H -11.39324 1.63484 -1.47354
H 5.79887 0.14847 0.68483
H -12.03420 -0.94364 -2.02441
H -9.52798 0.92938 0.82476
H -11.04717 1.36209 1.40314
H 9.24866 -1.37489 -1.10091
H 6.07983 -2.07079 -0.25587
H 6.98056 -2.20787 -1.66103
H -11.49974 -2.27427 0.48138



Formula: C8H12N4OS
Source: the OMol25 dataset
Level of theory: ωB97M-V/def2-TZVPD

## Properties
HOMO energy (alpha / beta) in eV: -17.502 / -17.506
HOMO-LUMO gap (alpha / beta) in eV: 8.8 / 8.8
2S+1: 1
F_max in eV/Å: 4.85
Net charge: +2
Energy relative to the best compared isomer or geometry (same formula, charge and spin) in eV: 2.487

Geometry (Å):
C -1.50948 -0.11744 3.05295
C -0.54302 -0.40679 -2.89299
C -1.45160 0.66922 1.95047
C -0.80158 -0.00294 -1.60404
C 0.53052 -0.15862 2.23939
C 1.09428 0.89181 -2.23823
C 0.17518 -1.57410 4.20908
C 1.38327 0.02611 -4.50017
N -0.24167 -0.62349 3.24590
N 0.68616 0.15325 -3.22746
N -0.25487 0.55690 1.40399
N 0.21860 0.75754 -1.19065
O -1.44628 2.77188 -0.13416
S 0.35180 1.70632 0.23752
H -2.36676 -0.36987 3.66804
H -1.11672 -1.01269 -3.63339
H -2.12986 1.21694 1.48806
H -1.58959 -0.19370 -0.93411
H 1.51857 -0.54511 1.99781
H 2.02463 1.42604 -2.03887
H 1.28978 -1.57518 4.20683
H -0.17233 -1.13656 5.23745
H -0.44896 -2.52969 3.91148
H 0.86080 0.19937 -5.34404
H 2.21025 0.83135 -4.36262
H 1.72889 -0.96054 -4.74824



Formula: C8H12NO5P
Source: the OMol25 dataset
Level of theory: ωB97M-V/def2-TZVPD

## Properties
HOMO energy in eV: 1.029
HOMO-LUMO gap in eV: 4.2
2S+1: 1
F_max in eV/Å: 4.13
Net charge: -2
Energy relative to the best compared isomer or geometry (same formula, charge and spin) in eV: 2.737

Geometry (Å):
C -0.53324 1.29359 2.13301
C 2.14988 -2.05003 1.02046
C -0.16518 -3.70846 1.39006
C 0.37465 2.81890 -2.11903
C -2.26726 -0.26877 -0.27154
C 0.94121 2.03640 -0.93369
C 0.13105 0.76727 -0.71106
C -1.34583 0.98430 -0.15286
N -1.21978 1.33690 1.18028
O 2.72766 -0.94795 0.87690
O -1.42417 -3.84258 1.57503
O -0.00871 1.57563 3.16625
O 2.69222 -3.19387 0.79048
O 0.63269 -4.65146 1.17771
P 0.39791 -1.96018 1.50607
H 0.94359 3.72640 -2.39832
H 0.51544 2.09329 -3.04151
H -0.65960 3.12117 -1.87811
H -1.95714 -1.13577 0.19127
H -3.14165 0.01932 0.43278
H -2.72731 -0.50321 -1.34956
H 0.90174 2.66462 -0.10418
H 1.97048 1.65581 -1.19736
H 0.27363 0.13903 -1.72064
H 0.68164 0.15596 -0.01295
H -1.89115 1.73581 -0.67088
H 2.00724 -3.86214 1.12142